DFT (wB97M-V/def2-TZVPD) results for a structure of composition C40H60CsF6GeN4P4S3.

* relative energy (zero: lowest compared OMol25 entry of this formula, charge and spin): 47.2 kJ/mol
* orbital gap: 5.087 eV
* HOMO energy: -4.189 eV
* E_tot: -7035.8142 hartree
* LUMO energy: 0.90 eV

Structure (ORCA input):
```
! RIJCOSX wB97M-V def2-TZVPD def2/J DEFGRID3
* xyz -1 1
Cs 2.5507 -1.6180 0.3637
C -0.1948 -3.0549 4.3312
C 0.3885 -1.7103 4.7732
C -0.3954 -1.1119 5.9368
P 0.6401 -0.6369 3.2786
C -1.0718 0.0508 3.1243
N -1.4555 0.7663 1.9120
Ge -0.4644 0.2845 0.2479
N 0.2238 2.0016 -0.5270
C 1.6445 1.8569 -0.7857
P 2.4927 2.2528 -2.4059
C 1.8607 0.9715 -3.6014
C 2.7138 -0.3018 -3.4877
C 0.3852 0.5929 -3.5248
C 1.8006 3.8568 -3.0364
C 2.6451 4.3185 -4.2277
C 0.3157 3.9366 -3.3881
C -0.1961 3.2278 -0.0590
C 0.6385 4.3200 0.2298
C 0.1252 5.4881 0.7851
C -1.2253 5.6121 1.0673
C -2.0720 4.5533 0.7493
C -1.5773 3.3979 0.1783
N -2.4112 2.3081 -0.1586
C -3.3295 1.8241 0.8113
C -4.6801 2.0692 0.6857
C -5.5814 1.6451 1.6592
C -5.0806 0.9910 2.7696
C -3.7212 0.7165 2.8948
C -2.8019 1.0872 1.8960
C -2.6395 1.9603 -1.5150
C -3.0217 2.8805 -2.4673
C -3.3340 2.4736 -3.7644
C -3.2893 1.1213 -4.0676
C -2.8790 0.1890 -3.1203
C -2.4994 0.5924 -1.8332
N -1.9798 -0.2228 -0.8626
C -2.1516 -1.6579 -0.9510
P -0.6318 -2.6385 -1.4875
C -1.2581 -3.8223 -2.7947
C -0.7530 -3.3572 -4.1646
C -2.7634 -4.0839 -2.8635
C -0.4216 -3.7492 -0.0005
C -1.5698 -4.6894 0.3595
C 0.8463 -4.6023 -0.1477
C 1.5775 0.8088 3.9558
C 2.9565 0.3712 4.4487
C 1.7098 1.8615 2.8525
H -0.2762 -3.7372 5.1810
H 0.4387 -3.5278 3.5783
H -1.1973 -2.9352 3.9090
H 1.4128 -1.9060 5.1076
H -1.4462 -0.9662 5.6782
H 0.0100 -0.1522 6.2620
H -0.3608 -1.7932 6.7915
H -1.2468 0.6880 4.0021
H -1.7073 -0.8389 3.2698
H 1.9306 0.8101 -0.6449
H 2.2615 2.3783 -0.0409
H 2.0634 1.4204 -4.5818
H 2.4612 -0.8365 -2.5645
H 3.7836 -0.0864 -3.4988
H 2.4811 -0.9787 -4.3142
H 0.1671 0.0865 -2.5833
H 0.1343 -0.1076 -4.3293
H -0.2841 1.4451 -3.5982
H 1.9937 4.5497 -2.2121
H 2.5253 3.6413 -5.0781
H 3.7068 4.3626 -3.9806
H 2.3252 5.3105 -4.5580
H 0.1041 3.4079 -4.3204
H 0.0265 4.9822 -3.5358
H -0.3214 3.5186 -2.6135
H 1.7017 4.2550 0.0499
H 0.7990 6.3068 1.0104
H -1.6198 6.5156 1.5137
H -3.1359 4.6163 0.9483
H -5.0211 2.6080 -0.1915
H -6.6405 1.8419 1.5561
H -5.7513 0.6712 3.5590
H -3.3940 0.1894 3.7782
H -3.0882 3.9252 -2.1828
H -3.6328 3.1999 -4.5090
H -3.5529 0.7835 -5.0634
H -2.7965 -0.8536 -3.4022
H -2.9945 -1.9020 -1.5966
H -2.4164 -2.0347 0.0432
H -0.7510 -4.7648 -2.5591
H -1.1644 -2.3769 -4.4200
H -1.0541 -4.0578 -4.9491
H 0.3340 -3.2682 -4.1796
H -3.2908 -3.2193 -3.2732
H -3.2037 -4.3148 -1.8951
H -2.9624 -4.9251 -3.5339
H -0.2842 -3.0293 0.8197
H -1.6861 -5.4588 -0.4065
H -2.5233 -4.1710 0.4740
H -1.3530 -5.1961 1.3037
H 0.7014 -5.3695 -0.9133
H 1.0852 -5.1177 0.7851
H 1.7383 -4.0518 -0.4443
H 1.0026 1.2403 4.7824
H 3.4858 -0.2059 3.6840
H 2.9036 -0.2479 5.3449
H 3.5677 1.2466 4.6835
H 2.2771 1.4540 2.0086
H 2.2531 2.7378 3.2168
H 0.7413 2.1969 2.4765
S 7.8103 -0.9625 0.1377
C 6.2265 -0.3169 0.2231
S 5.2881 0.5509 1.1856
S 6.2476 -1.1426 -1.2873
F 3.3335 -3.3397 2.3981
P 4.7483 -4.1934 2.2750
F 5.5542 -2.8253 2.5888
F 4.8123 -3.8155 0.6759
F 3.8848 -5.5035 1.9084
F 4.6505 -4.5296 3.8412
F 6.1194 -5.0108 2.1419
*
```

***

DFT (wB97M-V/def2-TZVPD) results for a cluster of 14 separate species, C40H60F3N15O7 in total at a distorted geometry.

* orbital gap: 8.656 eV
* HOMO energy: -8.622 eV
* E_tot: -3207.5736 hartree
* LUMO energy: 0.03 eV

Structure (ORCA input):
```
! RIJCOSX wB97M-V def2-TZVPD def2/J DEFGRID3
* xyz 0 1
C -2.9509 6.1105 0.5358
C -1.7869 5.1694 0.7202
O -0.6555 5.5740 0.5683
N -1.9856 3.7839 1.1217
C -2.9965 3.5779 2.1471
C -4.4729 3.7981 1.9422
O -2.5952 3.2450 3.2444
C -1.9585 2.8619 -0.0381
C -2.8366 3.2381 -1.2163
O -2.2912 4.3774 -1.8606
O -3.2939 4.9463 -2.6995
O -0.5899 2.8756 -0.4588
C 0.0907 2.1213 0.4831
O 1.2845 2.2120 0.6119
C -0.8706 1.1809 1.1884
C -0.1965 -0.2167 1.1301
N 0.6033 -0.5181 2.3034
C -2.1022 1.3732 0.3071
C -3.4552 0.7792 0.7571
C -3.4944 0.2676 2.1915
O -4.6371 -0.5499 2.4252
C -5.8151 0.1694 2.6251
C -7.0036 -0.6901 2.2393
F -6.8355 -1.9887 2.5325
F -8.1187 -0.2500 2.8724
F -7.2512 -0.6075 0.9046
H -3.0187 6.7500 1.4150
H -2.6852 6.7541 -0.2982
H -3.9002 5.6326 0.3337
H -4.7215 4.7979 2.2927
H -5.0017 3.0854 2.5653
H -4.8075 3.7200 0.9139
H -3.8644 3.4463 -0.9171
H -2.8689 2.3959 -1.9102
H -3.9457 5.3128 -2.0814
H -0.9602 1.4503 2.2368
H 0.4831 -0.2374 0.2798
H -0.9376 -1.0027 0.9922
H 1.2600 0.2395 2.4426
H 0.0398 -0.5602 3.1446
H -1.8326 0.8198 -0.5908
H -3.6593 -0.0897 0.1337
H -4.2767 1.4693 0.5605
H -3.4593 1.0624 2.9372
H -2.6377 -0.3787 2.3591
H -5.8834 1.0609 1.9987
H -5.9441 0.4823 3.6661
C 0.9453 -2.2511 -2.3621
C -0.2664 -2.5840 -1.6301
N -1.2334 -2.8474 -1.0601
H 1.1692 -3.0342 -3.0802
H 0.8130 -1.3100 -2.8954
H 1.7771 -2.1572 -1.6662
C 2.6984 -4.4387 1.9993
C 2.5384 -3.2516 1.1779
N 2.4105 -2.3262 0.5080
H 3.6620 -4.9028 1.7986
H 2.6310 -4.1748 3.0532
H 1.9067 -5.1456 1.7585
C -1.0304 -5.6377 3.3526
C -0.1097 -4.8559 4.1672
N 0.6226 -4.2371 4.8046
H -0.4712 -6.2651 2.6612
H -1.6422 -6.2704 3.9922
H -1.6756 -4.9710 2.7837
C 0.9687 -6.4495 -3.4312
C 1.9370 -5.6618 -2.6789
N 2.6811 -5.0152 -2.0824
H 1.4781 -7.0946 -4.1403
H 0.3830 -7.0598 -2.7464
H 0.3025 -5.7892 -3.9758
C 4.1061 1.4059 4.3310
C 2.8154 0.8275 4.6937
N 1.7990 0.3620 4.9804
H 4.9021 0.7249 4.6265
H 4.1574 1.5741 3.2606
H 4.2404 2.3560 4.8413
C -1.8717 3.3158 6.5087
C -2.9237 3.9164 7.3170
N -3.7530 4.3922 7.9599
H -1.7039 3.9178 5.6186
H -0.9492 3.2651 7.0838
H -2.1600 2.3125 6.2044
C 4.7378 -0.4155 -3.5486
C 3.6069 -0.4279 -4.4669
N 2.6988 -0.4483 -5.1765
H 5.6667 -0.3393 -4.1096
H 4.6549 0.4344 -2.8742
H 4.7449 -1.3333 -2.9633
C 0.9563 5.4934 9.2111
C 1.1631 4.1301 8.7408
N 1.3178 3.0504 8.3677
H 1.2659 6.1992 8.4432
H -0.0971 5.6491 9.4367
H 1.5434 5.6641 10.1109
C -1.5121 -4.9245 -7.1790
C -0.7742 -6.0675 -6.6663
N -0.1900 -6.9716 -6.2550
H -1.0487 -4.5964 -8.1069
H -2.5468 -5.2074 -7.3627
H -1.4858 -4.1128 -6.4540
C 3.3766 -6.6575 -8.5555
C 2.1452 -5.9255 -8.8039
N 1.1571 -5.3694 -8.9993
H 3.3490 -7.6158 -9.0721
H 4.2301 -6.0892 -8.9188
H 3.4914 -6.8312 -7.4873
C 3.7002 5.6295 1.2809
C 4.4404 4.5109 1.8441
N 5.0273 3.6245 2.2905
H 4.1921 5.9736 0.3760
H 2.6898 5.3115 1.0476
H 3.6641 6.4471 1.9984
C 4.8508 9.4816 -0.9660
C 5.6055 8.3750 -0.3947
N 6.1931 7.4938 0.0570
H 5.3346 9.8253 -1.8778
H 3.8394 9.1544 -1.1993
H 4.8057 10.3028 -0.2538
C 1.3648 -10.5769 -9.5226
C 2.6928 -10.4136 -10.1004
N 3.7434 -10.2636 -10.5471
H 0.7971 -11.3005 -10.1036
H 1.4499 -10.9299 -8.4971
H 0.8395 -9.6235 -9.5287
*
```

***

DFT (wB97M-V/def2-TZVPD) results for a structure of composition C40H60FGeN3O3PtS2Si4.

* relative energy (zero: lowest compared OMol25 entry of this formula, charge and spin): 0.0 kJ/mol
* orbital gap (spin up / spin down): 5.713 / 5.721 eV
* HOMO energy (spin up / spin down): -8.854 / -8.862 eV
* E_tot: -6200.6107 hartree
* LUMO energy (spin up / spin down): -3.14 / -3.14 eV

Structure (ORCA input):
```
! RIJCOSX wB97M-V def2-TZVPD def2/J DEFGRID3
* xyz 1 2
Pt -2.4812 1.8467 1.0880
S -0.6604 3.1007 2.0173
C -1.5462 4.2862 3.0037
C -0.8077 5.3088 3.5965
C -1.4351 6.2667 4.3709
C -2.8147 6.2034 4.5454
C -3.5529 5.2089 3.9338
C -2.9352 4.2355 3.1404
S -3.9484 3.0316 2.3646
H 0.2638 5.3420 3.4479
H -0.8578 7.0575 4.8304
H -3.3190 6.9459 5.1501
H -4.6288 5.1767 4.0536
F 3.7151 -4.9474 -1.5092
C 2.7281 -4.1967 -2.0584
C 1.8447 -3.5320 -1.2586
C 0.8415 -2.7581 -1.8429
C -0.0870 -2.0211 -0.9426
O -0.0491 -2.2072 0.2656
C -0.9857 -1.1231 -1.6376
C -1.0414 -1.1395 -2.9880
N -0.2541 -1.8982 -3.7999
C -0.3711 -1.7695 -5.2303
C -1.7406 -1.7592 -5.8321
C -0.8507 -2.9510 -6.0249
C 0.7453 -2.6735 -3.2368
C 1.6680 -3.3671 -4.0353
C 2.6569 -4.1276 -3.4523
N 3.5945 -4.8322 -4.2847
C 3.4701 -6.2886 -4.2008
C 4.4201 -6.9136 -5.2422
N 4.8981 -5.8123 -6.1414
C 5.7531 -4.8341 -5.3872
C 4.9903 -4.4322 -4.1103
C -1.8901 -0.1379 -0.9485
O -3.0207 0.0566 -1.3858
O -1.3301 0.4872 0.0172
H 1.9010 -3.5847 -0.1786
H -1.7581 -0.5071 -3.4935
H 0.3794 -1.1285 -5.6808
H -1.9094 -1.0950 -6.6669
H -2.5824 -1.8750 -5.1642
H -0.4113 -3.1196 -6.9984
H -1.0996 -3.8432 -5.4663
H 1.6195 -3.3139 -5.1131
H 2.4376 -6.5569 -4.4181
H 3.7228 -6.6733 -3.2084
H 3.9273 -7.6618 -5.8582
H 5.3069 -7.3569 -4.7940
H 4.0706 -5.3010 -6.4593
H 5.3949 -6.1805 -6.9507
H 5.9373 -3.9922 -6.0510
H 6.6965 -5.3316 -5.1730
H 5.0354 -3.3530 -3.9843
H 5.4481 -4.8928 -3.2294
C -4.5672 3.0437 -1.3810
Si -2.8862 3.3734 -0.6567
C -2.7417 5.1548 -0.1194
C -1.5073 3.0199 -1.8861
C -0.2009 3.4335 -1.6169
C 0.8385 3.1644 -2.4957
C 0.5845 2.4874 -3.6801
C -0.7123 2.0942 -3.9814
C -1.7452 2.3548 -3.0909
H -4.7177 3.6855 -2.2542
H -5.3367 3.2822 -0.6450
H -4.6762 1.9999 -1.6757
H -2.7470 5.7724 -1.0220
H -1.8286 5.3792 0.4333
H -3.5891 5.4403 0.5048
H 0.0175 3.9689 -0.6996
H 1.8443 3.4898 -2.2607
H 1.3917 2.2852 -4.3736
H -0.9214 1.5946 -4.9217
H -2.7505 2.0377 -3.3343
C 0.4533 0.5025 6.5067
Si -0.2675 1.9429 5.5371
C -1.8516 2.4980 6.3645
C 0.9600 3.3711 5.5652
Ge -0.5621 1.1160 3.2895
Si -2.3430 -0.5937 3.3335
C -3.0696 -1.4329 1.8302
C -1.2983 -1.8773 4.2605
C -3.7791 -0.0838 4.4181
Si 1.5796 0.4444 2.3848
C 2.8458 1.5542 3.2207
C 2.0079 -1.3364 2.7744
C 1.7272 0.7954 0.5507
H 0.5573 0.7816 7.5586
H 1.4464 0.2324 6.1379
H -0.1773 -0.3862 6.4599
H -1.5932 3.0089 7.2963
H -2.4919 1.6517 6.6191
H -2.4236 3.1929 5.7469
H 0.4568 4.2930 5.8597
H 1.4465 3.5505 4.6090
H 1.7402 3.1553 6.2996
H -2.2918 -1.8936 1.2231
H -3.6776 -0.7891 1.1938
H -3.7204 -2.2173 2.2324
H -0.2298 -1.6593 4.2735
H -1.4195 -2.8531 3.7838
H -1.6347 -1.9631 5.2962
H -4.5333 0.4595 3.8512
H -3.4961 0.5391 5.2654
H -4.2332 -1.0018 4.8052
H 2.8975 1.4022 4.3012
H 2.6470 2.6101 3.0336
H 3.8336 1.3303 2.8056
H 2.1753 -1.4649 3.8468
H 2.9313 -1.6106 2.2570
H 1.2233 -2.0217 2.4527
H 1.4388 1.8216 0.3107
H 1.1035 0.1399 -0.0489
H 2.7754 0.6645 0.2625
*
```

***

DFT (wB97M-V/def2-TZVPD) results for a cluster of 12 separate species, C40H60N4O24 in total at a distorted geometry.

* relative energy (zero: lowest compared OMol25 entry of this formula, charge and spin): 0.0 kJ/mol
* orbital gap: 10.942 eV
* HOMO energy: -10.527 eV
* E_tot: -3584.9966 hartree
* LUMO energy: 0.41 eV
* SMILES string: O=C1OCCO1.O=C1OCCO1.O=C1OCCO1.O=C1OCCO1.O=C1OCCO1.O=C1OCCO1.O=C1OCCO1.O=C1OCCO1.CCCC#N.CCCC#N.CCCC#N.CCCC#N

Structure (ORCA input):
```
! RIJCOSX wB97M-V def2-TZVPD def2/J DEFGRID3
* xyz 0 1
O -4.2023 -2.6094 1.2587
C -4.5725 -1.8836 0.4044
O -5.4569 -0.9176 0.5546
C -5.7274 -0.2519 -0.6941
C -4.6237 -0.8196 -1.6322
O -4.0684 -1.8580 -0.8751
H -6.7491 -0.3193 -1.0775
H -5.4992 0.7984 -0.5114
H -3.8664 -0.0780 -1.8113
H -5.0781 -1.2200 -2.5247
O 0.3695 4.0960 2.2497
C -0.0213 4.4846 1.2082
O -1.0057 5.4516 1.1914
C -1.5525 5.5039 -0.1279
C -0.4031 4.9229 -1.0092
O 0.3868 4.2365 -0.0090
H -2.3876 4.8312 -0.1439
H -1.8576 6.5866 -0.3588
H 0.1851 5.7002 -1.3930
H -0.6640 4.2608 -1.8530
O 4.9486 -0.4570 1.4367
C 4.2143 0.4472 1.8106
O 3.3840 1.1493 1.0321
C 2.5393 1.9973 1.8437
C 3.0763 1.8223 3.2582
O 4.1045 0.7669 3.0897
H 2.5528 3.0005 1.5139
H 1.5142 1.6371 1.8099
H 2.2899 1.5095 3.9356
H 3.5437 2.7233 3.5885
O -0.6600 -1.4917 -3.2834
C -0.8568 -0.2936 -3.4074
O -0.4031 0.3725 -4.4636
C -0.9376 1.7086 -4.3831
C -1.2700 1.8734 -2.9195
O -1.4848 0.5044 -2.4955
H -0.1877 2.4025 -4.8146
H -1.7605 1.6781 -5.1019
H -2.2055 2.4756 -2.7452
H -0.3868 2.3129 -2.4309
O -2.3657 1.9938 0.4273
C -1.6834 0.9970 0.3836
O -2.0890 -0.1936 0.6248
C -1.0364 -1.0949 0.3592
C 0.1694 -0.2702 0.2358
O -0.3883 1.0181 0.0405
H -0.9788 -1.8019 1.1952
H -1.3107 -1.6711 -0.5505
H 0.8457 -0.4440 -0.5444
H 0.6481 -0.2502 1.1995
O 1.4099 3.7447 -3.0308
C 2.1175 2.7537 -3.0200
O 2.2549 1.9189 -1.9054
C 3.1157 0.8525 -2.2604
C 3.5865 1.1215 -3.6712
O 2.8175 2.2792 -4.0289
H 3.9374 0.8241 -1.5348
H 2.5970 -0.1096 -2.2295
H 3.2417 0.3424 -4.3588
H 4.6798 1.2760 -3.6689
O 4.9441 -3.0672 4.6043
C 4.6833 -3.5133 3.5503
O 3.6282 -3.0257 2.7957
C 3.7683 -3.5654 1.5119
C 4.6777 -4.7663 1.7287
O 5.3675 -4.4545 2.9744
H 2.7784 -3.7972 1.1120
H 4.2422 -2.8449 0.8342
H 5.4267 -4.9726 0.9313
H 4.1079 -5.6358 1.9190
O 4.8575 -3.1109 -1.6235
C 5.7920 -2.6131 -1.0726
O 6.6047 -3.1129 -0.1765
C 7.4102 -2.0785 0.4478
C 7.2057 -0.9406 -0.5161
O 6.1435 -1.3617 -1.4034
H 6.9094 -1.9064 1.4249
H 8.3732 -2.5096 0.6661
H 8.1914 -0.8543 -1.0069
H 6.9079 -0.0119 -0.0801
C -5.7412 3.4547 -1.4695
C -5.4384 4.9223 -1.9550
C -5.7693 5.1391 -3.4324
C -4.8169 4.4294 -4.2690
N -3.9980 3.8750 -4.8666
H -5.4243 3.4162 -0.4001
H -5.1223 2.7123 -2.0260
H -6.7788 3.1307 -1.6009
H -4.4006 5.0759 -1.7738
H -5.8718 5.5840 -1.1774
H -5.9466 6.1969 -3.6667
H -6.7673 4.6918 -3.6518
C -0.3432 -4.9130 -4.1872
C 1.0744 -5.2377 -3.7334
C 1.8641 -4.0315 -3.1446
C 1.4382 -3.6083 -1.8757
N 1.1611 -3.1906 -0.8282
H -1.0015 -4.8514 -3.3215
H -0.7341 -5.6403 -4.8574
H -0.4792 -3.9426 -4.7717
H 1.6738 -5.6840 -4.4792
H 1.0360 -6.1012 -2.9776
H 1.7666 -3.2046 -3.7897
H 2.9514 -4.1858 -3.0489
C -3.3597 2.3838 4.1431
C -4.3192 1.2042 3.7679
C -5.0080 1.3128 2.4392
C -6.0339 2.3333 2.4202
N -6.8195 3.1638 2.4745
H -3.8310 3.2881 3.7279
H -2.4489 2.3327 3.6327
H -3.2198 2.5718 5.1748
H -5.0895 1.1337 4.5377
H -3.7574 0.2723 3.8094
H -5.5195 0.4130 2.3037
H -4.4094 1.5085 1.5654
C 0.4353 -4.4288 3.9811
C 0.4763 -4.0379 5.4797
C 1.5155 -2.9139 5.6900
C 1.4071 -1.7576 4.8009
N 1.2495 -0.8914 4.0458
H 0.3082 -3.5824 3.3163
H -0.3196 -5.1261 3.7785
H 1.3196 -4.9242 3.6968
H 0.7836 -4.9459 6.0572
H -0.4687 -3.6815 5.8538
H 2.4869 -3.3488 5.5085
H 1.4809 -2.5146 6.6951
*
```